Entry 1:
{"formula": "C32H45N3O5ReS2Se2", "method": "wB97M-V/def2-TZVPD", "charge": 4, "s2": 0.757, "homo_lumo_gap_ev": [6.17, 6.41], "multiplicity": 2, "e_homo_ev": [-18.90, -18.91], "elements": ["Re", "O", "C", "O", "C", "C", "C", "C", "C", "N", "C", "O", "O", "H", "H", "H", "H", "H", "C", "Se", "C", "C", "Se", "C", "H", "H", "H", "H", "H", "H", "H", "H", "H", "H", "C", "C", "C", "C", "N", "C", "S", "N", "C", "C", "C", "C", "H", "H", "H", "H", "H", "H", "H", "H", "H", "H", "H", "H", "H", "H", "H", "H", "H", "H", "H", "H", "O", "S", "C", "C", "C", "C", "C", "C", "C", "C", "C", "C", "C", "C", "H", "H", "H", "H", "H", "H", "H", "H", "H", "H"], "coordinates": [[-0.0326, 1.3986, 0.7049], [2.8399, 1.7598, 4.3478], [1.9514, 1.7567, 3.3928], [2.1754, 1.7559, 2.1970], [0.5468, 1.7845, 3.8909], [0.2437, 1.8697, 5.2439], [-1.0831, 1.9356, 5.6364], [-2.0570, 1.9253, 4.6487], [-1.6700, 1.8375, 3.3225], [-0.3826, 1.7627, 2.9268], [-2.5963, 1.8225, 2.1736], [-3.8772, 1.9300, 2.2470], [-2.0853, 1.7126, 1.0486], [3.7551, 1.7842, 4.0163], [1.0464, 1.8826, 5.9688], [-1.3530, 1.9978, 6.6828], [-3.1019, 1.9817, 4.9279], [-4.2505, 2.0318, 3.1377], [3.7771, 0.8801, -0.0038], [2.0351, 0.9919, -0.8525], [2.2439, 2.7854, -1.6126], [2.1981, 3.8793, -0.5710], [0.4492, 3.8909, 0.3075], [0.9005, 4.8662, 1.9213], [4.4843, 0.7446, -0.8198], [3.7895, 0.0100, 0.6481], [3.9886, 1.7770, 0.5647], [1.4633, 2.8893, -2.3651], [3.2081, 2.7712, -2.1222], [2.3103, 4.8614, -1.0314], [2.9568, 3.7614, 0.2005], [1.1760, 5.8725, 1.6125], [1.7256, 4.3843, 2.4355], [0.0085, 4.9152, 2.5412], [2.6011, -5.4787, 1.6229], [2.9630, -4.7674, 2.9227], [2.3409, -3.3820, 3.0924], [2.8003, -2.3501, 2.0628], [2.0998, -2.4643, 0.7634], [1.0055, -1.8399, 0.3923], [0.1982, -0.7289, 1.5443], [0.4391, -2.0374, -0.7787], [0.9301, -2.9711, -1.8149], [0.5137, -4.4147, -1.5553], [-0.9841, -4.6440, -1.7328], [-1.3718, -6.1009, -1.5107], [2.9096, -6.5220, 1.6566], [3.1101, -5.0488, 0.7515], [1.5213, -5.4669, 1.4504], [4.0493, -4.6792, 3.0060], [2.6479, -5.3809, 3.7671], [2.6146, -2.9918, 4.0757], [1.2471, -3.4426, 3.0735], [3.8637, -2.4696, 1.8499], [2.6440, -1.3339, 2.4246], [2.4211, -3.2165, 0.1628], [-0.4661, -1.6165, -0.9177], [2.0132, -2.8485, -1.8937], [0.5083, -2.6161, -2.7558], [0.8159, -4.7189, -0.5477], [1.0747, -5.0496, -2.2449], [-1.2730, -4.3354, -2.7434], [-1.5431, -4.0089, -1.0331], [-0.8788, -6.7499, -2.2346], [-2.4457, -6.2425, -1.6160], [-1.0875, -6.4368, -0.5123], [-0.7408, 1.4642, -1.0949], [-2.1260, 0.9462, -1.7792], [-1.6166, 0.6589, -3.4243], [-1.8943, -0.6242, -3.8938], [-1.6010, -0.9282, -5.2161], [-1.0302, 0.0354, -6.0338], [-0.7508, 1.3141, -5.5475], [-1.0526, 1.6418, -4.2406], [-3.1893, 2.3387, -1.7876], [-4.5268, 2.0194, -1.5778], [-5.4729, 3.0296, -1.6906], [-5.0706, 4.3250, -1.9790], [-3.7212, 4.6304, -2.1586], [-2.7655, 3.6352, -2.0748], [-2.3629, -1.3617, -3.2514], [-1.8303, -1.9098, -5.6078], [-0.8110, -0.2005, -7.0669], [-0.3199, 2.0575, -6.2043], [-0.8769, 2.6452, -3.8781], [-4.8317, 1.0044, -1.3525], [-6.5209, 2.7999, -1.5548], [-5.8109, 5.1087, -2.0699], [-3.4234, 5.6455, -2.3839], [-1.7204, 3.8689, -2.2266]], "forces_ev_per_a": [[0.313, -0.232, 0.113], [-0.008, 0.013, -0.021], [-0.008, 0.000, 0.072], [-0.021, -0.006, -0.027], [0.001, 0.050, 0.014], [-0.017, -0.010, -0.016], [0.012, -0.001, 0.000], [-0.014, 0.010, 0.002], [-0.012, -0.007, 0.010], [0.030, 0.039, -0.072], [0.040, 0.046, 0.007], [-0.023, -0.002, -0.011], [-0.052, -0.146, 0.014], [0.011, -0.010, -0.006], [0.001, 0.003, -0.001], [0.000, 0.001, 0.002], [0.000, 0.001, -0.001], [-0.003, -0.004, 0.009], [0.012, -0.034, 0.038], [-0.130, 0.130, -0.062], [0.027, 0.008, 0.062], [0.007, -0.039, 0.014], [-0.043, 0.054, -0.035], [0.004, -0.025, 0.004], [0.010, -0.007, 0.010], [-0.036, 0.018, -0.033], [0.024, 0.001, -0.013], [-0.004, -0.034, -0.003], [-0.004, 0.026, -0.013], [0.009, -0.007, -0.013], [-0.001, 0.007, 0.008], [-0.002, 0.000, -0.001], [0.014, 0.012, 0.008], [0.002, -0.003, 0.001], [-0.001, 0.002, 0.027], [0.002, 0.008, -0.018], [0.034, 0.010, 0.007], [-0.059, -0.033, -0.007], [0.003, 0.052, -0.064], [0.191, -0.051, 0.194], [-0.204, 0.023, -0.129], [-0.072, -0.002, -0.066], [-0.020, 0.005, -0.030], [0.007, 0.002, 0.017], [-0.012, 0.001, 0.013], [-0.002, -0.003, 0.003], [0.016, 0.003, -0.011], [-0.002, -0.002, -0.005], [0.002, -0.012, 0.008], [0.000, -0.019, 0.017], [-0.022, 0.001, -0.010], [0.003, -0.001, -0.005], [-0.003, -0.006, 0.006], [0.005, 0.013, -0.014], [-0.003, 0.020, -0.021], [-0.027, -0.033, 0.034], [-0.009, -0.001, -0.005], [0.003, 0.001, 0.046], [0.021, 0.003, -0.007], [0.013, -0.012, -0.028], [-0.017, 0.008, -0.024], [0.002, 0.000, 0.002], [0.003, 0.002, 0.000], [0.006, 0.004, 0.002], [0.000, -0.003, -0.004], [-0.005, 0.004, 0.005], [0.099, 0.458, -0.030], [-0.242, -0.322, 0.037], [0.045, 0.023, 0.013], [0.032, -0.031, 0.007], [0.005, -0.015, 0.010], [0.004, 0.007, -0.001], [-0.007, -0.005, 0.008], [-0.016, -0.024, -0.027], [0.150, 0.072, -0.014], [-0.035, 0.007, -0.009], [-0.002, -0.015, 0.010], [0.016, 0.006, -0.010], [-0.002, -0.002, -0.003], [-0.023, 0.011, 0.007], [-0.008, 0.007, -0.005], [-0.007, 0.000, -0.005], [0.002, 0.001, 0.000], [-0.004, 0.001, -0.001], [-0.003, -0.003, 0.008], [0.002, -0.001, -0.001], [-0.001, 0.004, 0.000], [-0.001, 0.000, 0.003], [-0.004, 0.001, 0.002], [0.005, -0.012, 0.009]]}

***

Entry 2:
{"formula": "C32H46AuBN8OS3", "method": "wB97M-V/def2-TZVPD", "homo_lumo_gap_ev": 6.98, "e_homo_ev": -6.40, "elements": ["Au", "C", "C", "C", "C", "N", "C", "C", "N", "B", "N", "C", "C", "N", "C", "S", "C", "C", "C", "C", "N", "C", "C", "N", "C", "S", "C", "C", "C", "C", "C", "S", "H", "H", "H", "H", "H", "H", "H", "H", "H", "H", "H", "H", "H", "H", "H", "H", "H", "H", "H", "H", "H", "H", "H", "H", "H", "H", "H", "H", "H", "H", "H", "H", "H", "H", "C", "N", "N", "C", "O", "C", "C", "C", "C", "C", "C", "C", "C", "C", "H", "H", "H", "H", "H", "H", "H", "H", "H", "H", "H", "H"], "coordinates": [[-0.0464, 0.1408, -0.6572], [2.9076, -0.5090, -3.6775], [3.5161, 0.8816, -3.5457], [2.7943, 1.7922, -4.5464], [5.0123, 0.8050, -3.8497], [3.3561, 1.4999, -2.1943], [3.7085, 2.8315, -2.0248], [3.3561, 3.1849, -0.7815], [2.7881, 2.0904, -0.1683], [2.0956, 2.3369, 1.2013], [0.7665, 3.1236, 1.0727], [0.3046, 3.7587, 2.2054], [-0.9381, 4.2032, 1.9645], [-1.2550, 3.8504, 0.6624], [-0.1894, 3.1964, 0.1171], [-0.0785, 2.6024, -1.4907], [-2.5935, 4.0666, 0.0402], [-3.2197, 2.7105, -0.2865], [-2.4591, 4.9560, -1.1958], [-3.4962, 4.7815, 1.0443], [1.9628, 1.0530, 2.0649], [3.1143, 0.5595, 2.6362], [2.8237, -0.6092, 3.2216], [1.4717, -0.8530, 3.0178], [0.9473, 0.1902, 2.3076], [-0.6791, 0.4311, 1.8175], [0.9084, -2.1533, 3.4891], [1.1164, -2.2305, 5.0028], [-0.5731, -2.3615, 3.1984], [1.6889, -3.2575, 2.7690], [2.8087, 1.0493, -1.0310], [2.3035, -0.5589, -0.6533], [3.0269, -0.8029, -4.7230], [3.4017, -1.2406, -3.0454], [1.8479, -0.5042, -3.4288], [2.8394, 1.3413, -5.5380], [1.7488, 1.9067, -4.2575], [3.2418, 2.7829, -4.6113], [5.1622, 0.3884, -4.8465], [5.4847, 1.7873, -3.8199], [5.5114, 0.1596, -3.1257], [4.1745, 3.4062, -2.8014], [3.4428, 4.1273, -0.2717], [2.8487, 3.0603, 1.8150], [0.9060, 3.8210, 3.0943], [-1.6131, 4.7348, 2.6046], [-2.6391, 2.1512, -1.0153], [-3.2963, 2.1111, 0.6242], [-4.2239, 2.8722, -0.6856], [-1.8396, 4.4870, -1.9542], [-3.4512, 5.1383, -1.6125], [-2.0201, 5.9174, -0.9213], [-3.6550, 4.1857, 1.9441], [-3.1057, 5.7616, 1.3225], [-4.4653, 4.9335, 0.5702], [4.0464, 1.0901, 2.5618], [3.4547, -1.2896, 3.7601], [0.5754, -1.4245, 5.5001], [0.7345, -3.1828, 5.3726], [2.1682, -2.1617, 5.2789], [-1.1996, -1.6188, 3.6846], [-0.7819, -2.3318, 2.1330], [-0.8285, -3.3507, 3.5881], [2.7485, -3.2514, 3.0252], [1.2809, -4.2311, 3.0470], [1.5952, -3.1269, 1.6908], [-3.7822, -4.6087, -0.4025], [-3.4505, -3.2238, -0.0626], [-2.6349, -2.5551, -0.9828], [-2.9893, -1.2044, -1.0284], [-2.3480, -0.3531, -1.6312], [-4.1645, -1.0988, -0.1961], [-4.4105, -2.3179, 0.3328], [-5.5218, -2.7507, 1.2222], [-1.3290, -3.0460, -1.2271], [-0.7030, -3.8872, -0.3134], [0.5688, -4.3658, -0.5888], [1.2227, -3.9895, -1.7524], [0.5957, -3.1378, -2.6490], [-0.6838, -2.6682, -2.4001], [-3.3659, -4.8378, -1.3807], [-4.8610, -4.7487, -0.4439], [-3.3586, -5.3016, 0.3233], [-4.6897, -0.1826, 0.0096], [-6.0712, -1.8803, 1.5725], [-5.1427, -3.2979, 2.0856], [-6.2224, -3.3997, 0.6931], [-1.2088, -4.1450, 0.6071], [1.0573, -5.0231, 0.1192], [2.2221, -4.3506, -1.9558], [1.1087, -2.8344, -3.5516], [-1.1823, -2.0010, -3.0882]], "forces_ev_per_a": [[0.071, 0.068, 0.012], [0.004, 0.013, -0.004], [0.011, -0.019, -0.009], [0.010, 0.011, 0.007], [0.001, 0.005, 0.005], [-0.018, 0.006, 0.029], [0.004, -0.002, -0.012], [0.005, 0.018, -0.001], [-0.015, -0.014, -0.028], [0.042, 0.029, 0.009], [-0.037, 0.030, -0.011], [0.011, -0.001, 0.018], [-0.021, 0.007, 0.012], [0.038, 0.017, -0.021], [-0.034, -0.050, -0.003], [0.014, -0.039, 0.043], [0.016, 0.017, -0.021], [-0.021, 0.004, -0.002], [-0.008, -0.007, 0.017], [-0.014, 0.007, 0.003], [-0.017, -0.029, 0.000], [0.033, 0.006, 0.021], [0.014, -0.021, -0.009], [-0.043, 0.072, 0.005], [0.016, -0.048, -0.027], [-0.126, -0.111, 0.052], [0.022, -0.013, 0.006], [0.013, 0.005, 0.011], [0.007, 0.062, -0.016], [0.007, -0.018, 0.021], [0.022, -0.018, -0.003], [0.011, -0.011, -0.040], [-0.005, -0.002, -0.002], [-0.001, -0.009, 0.004], [-0.001, 0.000, 0.007], [0.000, -0.005, 0.001], [-0.003, 0.001, -0.001], [0.002, 0.002, -0.003], [-0.003, -0.003, -0.003], [-0.002, 0.003, 0.003], [0.001, -0.001, 0.001], [0.000, 0.011, 0.002], [0.002, 0.007, -0.002], [0.000, 0.005, 0.006], [0.000, 0.001, 0.008], [0.014, -0.003, 0.010], [0.006, 0.002, 0.003], [0.007, 0.000, 0.002], [0.001, -0.003, 0.001], [0.012, -0.009, -0.011], [-0.001, -0.004, 0.000], [0.006, -0.002, -0.002], [0.000, 0.002, 0.001], [0.002, 0.001, 0.001], [0.000, -0.003, -0.002], [0.004, 0.001, 0.004], [0.016, 0.014, -0.010], [-0.002, 0.002, 0.000], [-0.002, -0.004, -0.001], [-0.008, -0.005, 0.013], [-0.002, 0.022, 0.008], [-0.020, 0.015, -0.034], [-0.004, 0.013, -0.010], [-0.011, 0.005, -0.001], [0.002, -0.001, -0.007], [0.005, -0.002, -0.012], [0.009, -0.005, 0.049], [0.021, 0.052, -0.099], [0.017, -0.084, 0.101], [0.055, -0.017, 0.112], [-0.086, 0.058, -0.138], [-0.004, -0.012, 0.045], [0.021, -0.032, -0.021], [-0.013, -0.014, 0.000], [-0.068, 0.043, 0.010], [-0.044, 0.014, -0.056], [0.001, 0.015, -0.007], [0.028, -0.014, -0.002], [-0.022, -0.021, -0.008], [0.028, 0.011, -0.012], [-0.006, -0.002, -0.004], [-0.001, 0.010, -0.001], [-0.011, 0.000, 0.010], [0.008, 0.012, -0.023], [0.007, 0.006, -0.001], [0.008, -0.003, -0.002], [-0.007, -0.001, 0.005], [0.027, -0.031, 0.014], [-0.009, -0.001, 0.003], [0.002, -0.001, 0.007], [-0.014, 0.007, -0.006], [0.018, -0.016, -0.009]]}

***

Results for max |F|: 0.5, 0.2 (in eV Å⁻¹, following the order of the records).